[1]
Molecular formula: C20H60F8N3O26S4Y
Method: DFT, the ωB97M-V functional and the def2-TZVPD basis

Results
E_HOMO	-9.25	eV
E	-145542.9176	eV
LUMO	-0.9	eV
Kohn-Sham gap	0.307	Eh
multiplicity	1

Each line ends with the Mulliken charge.
Positions of all 122 atoms, in Å:
Y1 5.33397 -10.15896 7.04848  1.94
C1 5.14726 -6.19932 9.57119  0.61
F1 6.43554 -6.49491 9.47876  -0.17
F2 4.92732 -5.34947 10.56484  -0.23
F3 4.77305 -5.57739 8.43668  -0.24
S1 4.16195 -7.75399 9.75864  1.20
O1 4.59909 -8.27517 11.00594  -0.63
O2 2.78658 -7.33193 9.68222  -0.67
O3 4.54661 -8.52441 8.55074  -0.68
C2 9.43278 -8.78475 9.03186  0.57
F4 9.16980 -7.51578 8.78626  -0.15
F5 9.98058 -9.37969 7.96278  -0.22
F6 10.32576 -8.85473 10.02206  -0.25
S2 7.95007 -9.73814 9.62019  1.26
O4 8.43281 -11.08019 9.82214  -0.70
O5 7.48145 -9.08295 10.79416  -0.59
O6 7.02247 -9.61812 8.44721  0.08
N1 6.69214 -9.45831 5.46963  0.37
S3 7.43886 -9.90555 4.12503  -0.61
O7 8.85362 -9.94707 4.11187  -0.37
O8 6.84851 -9.45033 2.91131  0.09
F7 6.92953 -11.41814 4.16962  -0.22
S4 7.41126 -7.89842 5.50335  0.66
O9 6.89031 -7.03579 4.50615  -0.61
O10 8.76751 -7.78310 5.86230  -0.42
F8 6.61839 -7.49651 6.79069  -0.17
O11 4.32517 -11.53496 5.31014  -0.31
H1 3.58688 -11.42411 4.69906  0.28
H2 4.81412 -12.32368 4.98196  0.32
O12 8.87702 -11.62789 6.54806  -0.39
H3 9.40751 -12.30228 6.99061  0.20
H4 9.45012 -10.85361 6.48860  0.07
O13 3.96514 -8.45049 5.99738  -0.22
H5 3.84206 -8.13763 5.07964  0.21
H6 3.17885 -8.14868 6.47315  0.23
O14 6.35290 -12.24370 7.15309  -0.60
H7 7.31997 -12.07291 7.03403  0.24
H8 6.23346 -13.18296 6.92647  0.11
C3 6.48711 -14.90892 4.71491  -0.31
C4 6.89100 -15.79665 5.85380  -0.65
O15 7.30094 -14.98442 6.95196  -0.45
O16 5.42398 -14.03052 5.13619  -0.32
H9 6.15165 -15.50239 3.85736  0.45
H10 7.24208 -14.20422 4.36596  0.25
H11 7.70165 -16.47443 5.57167  0.30
H12 6.03875 -16.43990 6.10625  0.38
H13 6.93899 -15.37314 7.75459  0.27
H14 4.61556 -14.53151 5.30151  0.16
C5 9.78407 -15.52895 1.92072  -0.78
C6 8.89231 -14.49215 1.24723  -0.11
O17 8.38292 -13.50830 2.14461  -0.10
O18 9.30643 -16.04666 3.15263  -0.47
H15 10.80166 -15.15597 2.00089  0.40
H16 9.79345 -16.37205 1.21709  0.34
H17 8.07079 -15.02723 0.74645  0.36
H18 9.44024 -13.93803 0.47682  0.07
H19 7.58854 -13.09648 1.78929  0.09
H20 8.38074 -16.25093 2.97937  0.25
C7 3.77984 -7.75156 2.72219  0.65
C8 4.45496 -7.09665 1.53060  -0.42
O19 3.80882 -5.94449 1.02229  -0.57
O20 3.69004 -6.84871 3.86330  -0.59
H21 4.31491 -8.67325 2.96754  -0.44
H22 2.72803 -8.02099 2.56170  0.27
H23 4.37496 -7.85992 0.75384  0.21
H24 5.50046 -6.92942 1.80873  0.14
H25 3.98433 -5.18212 1.58284  0.39
H26 3.87370 -5.97303 3.51560  0.24
C9 11.47941 -7.11895 4.64286  0.17
C10 11.27207 -6.98777 3.15637  0.05
O21 12.00943 -7.89722 2.36728  -0.59
O22 12.71862 -6.56810 5.10692  -0.57
H27 11.47596 -8.17446 4.92015  -0.03
H28 10.69019 -6.58538 5.17057  0.08
H29 11.51526 -5.96271 2.83223  0.38
H30 10.19872 -7.05543 2.93559  -0.19
H31 11.40798 -8.41230 1.80928  0.36
H32 13.08500 -6.03060 4.39872  0.35
C11 4.38676 -11.53294 1.53972  0.37
C12 4.41979 -12.29390 0.24454  -0.68
O23 5.33306 -13.38311 0.39292  -0.57
O24 4.05501 -12.45332 2.58264  -0.55
H33 3.61221 -10.77406 1.44404  0.32
H34 5.38267 -11.13256 1.73930  -0.20
H35 4.83500 -11.65677 -0.54508  0.42
H36 3.44693 -12.65783 -0.08926  0.36
H37 5.75309 -13.58307 -0.44585  0.30
H38 4.41847 -13.32064 2.37219  0.25
C13 10.36714 -11.75914 -0.68764  -1.23
C14 10.60293 -10.31333 -0.24544  0.57
C15 9.43199 -9.40138 -0.50381  -1.03
O25 8.28116 -10.00414 0.05064  0.05
C16 7.12133 -9.34774 -0.36238  -0.27
N2 10.94599 -10.19197 1.18068  -0.47
H39 10.22315 -11.79302 -1.77188  0.41
H40 9.51352 -12.24200 -0.20931  -0.20
H41 11.24225 -12.35695 -0.42518  0.45
H42 11.44226 -9.97144 -0.86012  0.39
H43 9.33672 -9.30441 -1.59236  0.48
H44 9.58140 -8.44108 -0.00594  0.33
H45 7.06869 -8.30144 -0.04127  0.23
H46 6.22278 -9.80621 0.05455  -0.44
H47 7.00963 -9.40075 -1.45560  0.44
H48 10.10599 -10.41604 1.71406  -0.01
H49 11.65516 -10.82705 1.52738  0.25
C17 7.97801 -4.05438 2.57332  -1.33
C18 7.16426 -3.08954 1.70916  1.01
C19 7.83894 -1.77700 1.45800  -0.85
O26 7.91940 -0.96937 2.58501  -0.30
C20 8.38390 0.32568 2.27555  -0.78
N3 6.86722 -3.78652 0.40826  -0.80
H50 7.34738 -4.84036 2.98156  0.06
H51 8.36149 -3.43425 3.39147  0.42
H52 8.88337 -4.39789 2.07082  0.39
H53 6.20507 -2.97914 2.23494  0.23
H54 7.43358 -1.30170 0.54641  0.37
H55 8.84664 -2.00633 1.05196  0.31
H56 7.70979 0.81773 1.56711  0.33
H57 9.42643 0.33015 1.94729  0.30
H58 8.31385 0.89235 3.20483  0.25
H59 6.53492 -4.69653 0.72052  0.12
H60 6.04814 -3.33550 0.00396  0.31

***

[2]
Molecular formula: C20H60N12O8
Method: DFT, the ωB97M-V functional and the def2-TZVPD basis

Results
E_HOMO	-8.67	eV
E	-55975.7470	eV
LUMO	0.1	eV
Kohn-Sham gap	0.324	Eh
SMILES	COC[C@H](C)N.COC[C@H](C)N.COC[C@H](C)N.COC[C@H](C)N.NC(N)=O.NC(N)=O.NC(N)=O.NC(N)=O
multiplicity	1

Each line ends with the Mulliken charge.
Positions of all 100 atoms, in Å:
C1 -3.30177 -6.04512 1.03862  -0.91
O1 -2.37314 -5.03023 0.73720  -0.27
C2 -1.59294 -4.73849 1.91087  -0.76
C3 -0.36045 -3.98631 1.46261  1.61
C4 0.63743 -4.86847 0.73249  -1.52
N1 0.30920 -3.36786 2.60452  -0.74
H1 -4.13045 -5.71335 1.68429  0.30
H2 -2.94701 -6.91118 1.60356  0.38
H3 -3.83850 -6.38171 0.15290  0.31
H4 -2.32177 -4.23113 2.55922  0.38
H5 -1.32875 -5.64589 2.46838  0.38
H6 -0.69060 -3.25290 0.71323  -0.54
H7 1.55631 -4.31994 0.52839  0.22
H8 0.17894 -5.15959 -0.21762  0.38
H9 0.91367 -5.80704 1.21726  0.36
H10 0.64477 -2.48846 2.20129  0.14
H11 -0.30777 -2.93087 3.29079  0.31
C5 -6.91257 -3.04874 1.60881  -0.59
O2 -6.58187 -2.33873 0.42993  -0.37
C6 -5.17534 -2.12663 0.34339  -0.62
C7 -4.81364 -1.24056 -0.85739  0.52
C8 -3.39182 -1.44335 -1.31230  -0.81
N2 -5.18975 0.15186 -0.47885  -0.79
H12 -7.96989 -3.28395 1.51364  0.27
H13 -6.76483 -2.45393 2.51586  0.31
H14 -6.30817 -3.95099 1.73735  0.15
H15 -4.77895 -1.56425 1.19401  0.39
H16 -4.70080 -3.10388 0.22710  0.22
H17 -5.37540 -1.58053 -1.73833  0.21
H18 -2.61823 -1.33953 -0.55223  -0.12
H19 -3.19708 -0.81253 -2.18447  0.23
H20 -3.40739 -2.44065 -1.76000  0.44
H21 -5.21777 0.71531 -1.32203  0.25
H22 -6.14808 -0.02908 -0.18105  0.31
C9 5.53489 3.59378 1.38319  -0.60
O3 4.72624 4.40251 2.19981  -0.38
C10 3.32288 4.27987 1.96365  0.00
C11 2.82165 5.65552 1.47273  0.70
C12 3.51169 6.13255 0.24856  -1.42
N3 2.93563 6.65674 2.54323  -0.73
H23 6.44089 3.25956 1.89076  0.31
H24 5.85977 4.18019 0.51347  0.28
H25 5.12514 2.68304 0.93454  0.14
H26 3.10111 3.51825 1.21263  -0.22
H27 2.84406 3.98031 2.89991  0.37
H28 1.75886 5.44378 1.30204  -0.07
H29 4.55390 6.44283 0.32977  0.36
H30 2.99730 6.97819 -0.21472  0.38
H31 3.44600 5.33175 -0.49598  0.31
H32 2.61291 6.34281 3.44655  0.25
H33 3.91884 6.89874 2.57582  0.32
C13 -1.55794 -0.08241 -6.28269  -0.76
O4 -2.47054 0.21334 -5.24053  -0.29
C14 -2.55289 1.57658 -4.90661  -0.87
C15 -1.25852 2.20554 -4.36458  0.59
C16 -1.08802 1.73514 -2.95093  -1.46
N4 -1.40006 3.68125 -4.34602  -0.81
H34 -1.43776 -1.14630 -6.47455  0.29
H35 -0.54134 0.19423 -5.98445  0.27
H36 -1.81645 0.45590 -7.19615  0.31
H37 -2.96583 2.15687 -5.74335  0.40
H38 -3.26630 1.63978 -4.08156  0.35
H39 -0.36963 1.94333 -4.93497  0.24
H40 -0.80812 0.67829 -2.87442  0.43
H41 -1.96107 1.83248 -2.30101  0.46
H42 -0.23282 2.17154 -2.43065  0.37
H43 -2.21191 3.92090 -3.77532  0.22
H44 -1.74935 3.96636 -5.26037  0.29
N5 3.48478 -2.53455 3.77518  -0.24
C17 3.92359 -1.25696 3.98543  0.63
N6 4.45146 -1.07532 5.23629  -0.44
O5 3.73808 -0.32725 3.20877  -0.53
H45 3.10714 -2.78354 2.87729  0.09
H46 3.69917 -3.31552 4.36374  0.18
H47 4.59502 -1.86761 5.82679  0.15
H48 4.73532 -0.13758 5.45095  0.24
N7 4.16527 -2.91672 0.65711  -0.12
C18 4.67214 -3.45191 -0.50050  0.51
N8 3.96260 -3.03118 -1.57630  -0.28
O6 5.64759 -4.20200 -0.45867  -0.71
H49 4.67346 -3.19538 1.47818  0.15
H50 3.27476 -2.44057 0.71079  0.19
H51 3.14028 -2.45840 -1.52553  0.20
H52 4.30215 -3.17742 -2.51220  0.19
N9 -0.73959 4.47553 -1.48475  -0.36
C19 -0.22777 3.99643 -0.32226  0.73
N10 -0.91490 4.44769 0.76506  -0.46
O7 0.78289 3.28409 -0.27592  -0.90
H53 -0.39838 4.12522 -2.36449  0.23
H54 -1.62609 4.93821 -1.44626  0.17
H55 -1.80114 4.90730 0.69754  0.18
H56 -0.73520 3.93038 1.61183  0.25
N11 0.06487 -0.02034 0.30277  -0.15
C20 1.38022 -0.20245 0.47724  0.23
N12 2.17179 0.87253 0.45805  -0.01
O8 1.84895 -1.35259 0.66396  -0.69
H57 -0.55141 -0.77244 0.05888  0.16
H58 -0.09505 0.88371 -0.12964  -0.04
H59 3.10993 0.69080 0.77853  0.17
H60 1.83927 1.81328 0.28295  0.24